Entry 1:
ORCA calculation (ωB97M-V with the def2-TZVPD basis set) on a structure of composition C27H28AlN2O5P2.

The geometry in XYZ format:
```
65
Properties=species:S:1:pos:R:3:mulliken_charge:R:1
C 1.53 3.62 -2.62 -0.62
C 0.69 3.22 -1.60 0.09
C -0.57 2.64 -1.97 0.28
C -0.63 1.92 -3.24 1.32
C 0.41 2.13 -4.17 -0.89
C 1.36 3.10 -3.92 -0.70
C -1.74 1.10 -3.48 -0.99
C -2.76 1.02 -2.52 1.28
C -2.61 1.80 -1.30 0.13
C -3.47 1.50 -0.19 0.24
C -4.72 0.97 -0.50 -0.71
C -4.96 0.38 -1.75 -0.71
C -3.93 0.25 -2.67 -0.89
H 2.34 4.31 -2.40 0.41
H 0.42 1.52 -5.08 0.43
H 2.04 3.43 -4.70 0.42
H -1.77 0.46 -4.36 0.42
H -5.49 0.99 0.27 0.41
H -5.94 -0.03 -1.96 0.41
H -4.00 -0.42 -3.53 0.42
N -1.67 2.76 -1.21 -0.46
Al 0.54 -0.44 0.21 0.74
C 1.12 3.40 -0.13 -1.15
H 0.32 3.87 0.46 0.43
H 2.03 4.01 -0.10 0.57
C -3.06 1.75 1.26 -1.09
H -2.71 2.78 1.40 0.45
H -3.92 1.54 1.91 0.48
P 1.59 1.82 0.63 0.99
P -1.74 0.61 1.82 1.01
C -2.57 -0.93 2.27 -1.42
H -1.83 -1.64 2.66 0.40
H -3.31 -0.70 3.05 0.48
H -3.07 -1.37 1.40 0.33
C -1.28 1.28 3.42 -1.38
H -2.12 1.12 4.10 0.50
H -0.39 0.76 3.79 0.32
H -1.07 2.36 3.33 0.30
C 3.19 1.35 -0.05 -1.68
H 3.82 2.24 -0.08 0.55
H 3.65 0.59 0.60 0.41
H 3.08 0.93 -1.06 0.37
C 1.99 2.21 2.34 -1.25
H 2.20 1.29 2.90 0.29
H 2.89 2.84 2.33 0.52
H 1.17 2.75 2.83 0.32
C 1.12 -1.13 2.00 0.16
O 1.46 -1.47 3.06 -0.47
H -0.05 0.61 1.20 -0.23
O 1.77 -1.15 -1.03 -0.51
C 0.98 -2.18 -1.01 0.85
O -0.27 -1.86 -0.75 -0.50
C 1.49 -3.52 -0.75 -0.21
C 0.65 -4.47 -0.14 -0.43
C 1.19 -5.36 0.77 -0.35
C 2.58 -5.38 1.00 -0.03
C 3.44 -4.57 0.23 -0.47
C 2.88 -3.63 -0.62 -0.32
N 3.06 -6.11 2.14 0.94
O 2.21 -6.70 2.85 -0.55
O 4.29 -6.14 2.39 -0.55
H -0.42 -4.46 -0.32 0.47
H 0.57 -6.02 1.39 0.49
H 4.51 -4.64 0.39 0.47
H 3.53 -2.92 -1.13 0.47
```

The HOMO-LUMO gap (spin up / spin down) comes out at 0.164 / 0.158 Ha. The calculation puts the HOMO energy (spin up / spin down) at -8.67 / -8.51 eV. Its charge is +1. The value obtained for the energy above the lowest of the compared OMol25 structures with the same formula, charge and spin is 0.00 kJ/mol.



Entry 2:
ORCA calculation (ωB97M-V with the def2-TZVPD basis set) on a structure of composition C27H28BCeN4O2.

The geometry in XYZ format:
```
63
Properties=species:S:1:pos:R:3:mulliken_charge:R:1
Ce 0.07 0.24 0.37 0.45
C -3.31 0.20 -3.18 -1.80
C -1.96 0.70 -2.80 1.09
C -0.82 0.22 -3.44 -0.26
C 0.43 0.77 -3.21 -0.59
C 0.57 1.82 -2.31 -0.26
C -0.56 2.31 -1.63 -0.58
C -1.81 1.74 -1.87 -0.66
H -3.67 0.77 -4.04 0.42
H -4.02 0.32 -2.37 0.39
H -3.26 -0.85 -3.47 0.36
H -0.93 -0.58 -4.17 0.42
H 1.29 0.39 -3.74 0.45
H 1.53 2.30 -2.19 0.33
H -0.48 3.20 -1.01 0.49
H -2.68 2.15 -1.39 0.39
C 2.40 4.31 1.87 -0.99
C 3.10 3.80 2.96 -0.64
C 2.88 2.50 3.35 -1.13
C 1.97 1.69 2.65 0.31
C 1.31 2.13 1.46 0.42
C 1.57 3.48 1.14 -0.01
C 1.68 0.36 3.20 1.00
C 1.73 0.15 4.60 -1.10
C 1.52 -1.10 5.12 -0.96
C 1.27 -2.18 4.24 1.08
C 1.13 -3.51 4.67 -0.77
C 0.83 -4.50 3.77 -0.67
C 0.67 -4.20 2.41 -0.82
C 0.82 -2.91 1.95 -0.21
C 1.14 -1.87 2.86 0.25
N 1.33 -0.62 2.37 -0.08
H 2.53 5.34 1.59 0.41
H 3.81 4.42 3.49 0.39
H 3.44 2.10 4.19 0.51
H 1.08 3.93 0.28 0.15
H 1.91 0.98 5.26 0.53
H 1.52 -1.27 6.18 0.45
H 1.28 -3.74 5.71 0.42
H 0.71 -5.52 4.10 0.40
H 0.44 -4.99 1.71 0.52
H 0.74 -2.68 0.89 0.36
C -3.24 -3.69 -0.47 -1.60
C -2.30 -2.55 -0.25 0.26
N -1.31 -2.23 -1.00 0.50
O -1.13 -2.96 -2.17 -0.57
C -2.38 -1.69 0.93 0.53
C -2.65 -2.23 2.30 -1.61
N -2.01 -0.47 0.65 0.48
O -1.70 0.37 1.64 -0.73
H -3.26 -3.95 -1.52 0.43
H -4.24 -3.45 -0.12 0.40
H -2.88 -4.55 0.10 0.29
H -0.23 -2.74 -2.46 0.35
H -3.72 -2.34 2.47 0.48
H -2.26 -1.53 3.03 0.34
H -2.17 -3.20 2.45 0.33
B 3.05 -3.06 -1.55 0.48
C 2.07 -1.91 -1.33 0.05
N 1.33 -1.05 -1.05 -0.44
H 2.99 -3.46 -2.68 -0.16
H 2.71 -3.90 -0.75 -0.16
H 4.13 -2.60 -1.27 -0.13
```

The spin multiplicity is 2. The HOMO-LUMO gap (spin up / spin down) comes out at 0.277 / 0.287 Ha. Its expectation value of S² is 0.7507. The calculation puts the HOMO energy (spin up / spin down) at -7.90 / -8.19 eV. Its charge is 0. The value obtained for the energy above the lowest of the compared OMol25 structures with the same formula, charge and spin is 73.09 kJ/mol.



Entry 3:
ORCA calculation (ωB97M-V with the def2-TZVPD basis set) on a structure of composition C27H28BF5N10OSeW.

The geometry in XYZ format:
```
74
Properties=species:S:1:pos:R:3:mulliken_charge:R:1
W 0.11 0.13 0.86 -0.16
C 3.36 -1.16 0.54 -1.20
C 2.78 -0.46 -0.64 0.55
C 3.38 -0.14 -1.83 -1.56
C 2.43 0.58 -2.56 0.03
N 1.31 0.65 -1.85 1.22
N 1.49 0.01 -0.66 -0.49
B 0.05 1.57 -2.06 0.42
N -1.20 0.65 -1.80 1.48
C -2.35 0.58 -2.46 0.08
C -3.26 -0.17 -1.71 -1.61
C -2.59 -0.52 -0.56 0.62
C -3.09 -1.28 0.63 -1.10
N -1.31 -0.03 -0.63 -0.68
N 0.08 2.60 -0.89 0.29
C 0.08 3.93 -0.90 0.16
C 0.12 4.40 0.40 -1.68
C 0.14 3.28 1.21 1.01
C 0.20 3.26 2.70 -1.27
N 0.11 2.16 0.43 -0.58
N 0.02 2.10 -3.44 1.21
C -0.01 1.36 -4.59 -0.37
C -0.03 2.22 -5.64 -1.30
C 0.00 3.52 -5.06 0.60
C 0.00 4.84 -5.75 -1.26
N 0.03 3.43 -3.74 -1.34
H 4.43 -1.02 0.56 0.43
H 2.97 -0.77 1.49 0.19
H 3.18 -2.24 0.51 0.21
H 4.39 -0.36 -2.14 0.60
H 2.50 1.07 -3.52 0.57
H -2.47 1.09 -3.40 0.57
H -4.28 -0.40 -1.97 0.57
H -4.17 -1.16 0.70 0.47
H -2.88 -2.35 0.54 0.16
H -2.66 -0.91 1.57 0.09
H 0.06 4.44 -1.85 0.72
H 0.14 5.42 0.72 0.53
H 0.26 4.29 3.06 0.47
H -0.70 2.82 3.13 0.23
H 1.08 2.73 3.06 0.24
H -0.03 0.28 -4.57 0.58
H -0.05 1.98 -6.69 0.47
H -0.01 4.70 -6.83 0.38
H -0.87 5.42 -5.46 0.32
H 0.89 5.41 -5.49 0.32
C -0.39 -5.66 2.39 -0.82
N -0.25 -5.26 0.98 0.19
C -0.32 -6.09 -0.07 -0.31
C -0.14 -5.33 -1.22 -0.19
N 0.04 -4.06 -0.84 0.18
C 0.28 -2.93 -1.75 -0.69
C -0.03 -3.97 0.53 -0.29
Se 0.22 -2.57 1.65 0.18
H -0.55 -6.73 2.42 0.32
H -1.24 -5.14 2.82 0.37
H 0.53 -5.41 2.92 0.38
H -0.49 -7.15 0.04 0.50
H -0.12 -5.64 -2.25 0.55
H 0.27 -3.32 -2.76 0.35
H 1.25 -2.49 -1.53 0.25
H -0.51 -2.20 -1.62 0.14
F -0.38 0.74 8.08 -0.23
C -0.29 0.62 6.78 0.46
C 0.97 0.57 6.19 0.22
F 2.06 0.64 6.93 -0.25
C 1.07 0.45 4.81 0.40
F 2.26 0.40 4.21 -0.27
C -0.08 0.38 4.04 -0.57
O 0.01 0.26 2.69 0.64
C -1.34 0.43 4.64 0.58
F -2.42 0.35 3.87 -0.26
C -1.44 0.55 6.01 0.21
F -2.63 0.59 6.58 -0.25
```

The spin multiplicity is 4. The HOMO-LUMO gap (spin up / spin down) comes out at 0.204 / 0.128 Ha. Its expectation value of S² is 3.7898. The calculation puts the HOMO energy (spin up / spin down) at -16.02 / -16.02 eV. Its charge is +3.



Entry 4:
ORCA calculation (ωB97M-V with the def2-TZVPD basis set) on a structure of composition C27H28BrN3O4PtS.

The geometry in XYZ format:
```
65
Properties=species:S:1:pos:R:3:mulliken_charge:R:1
Pt 1.28 -1.13 -0.83 1.80
O 1.20 -1.56 2.54 -0.72
C 1.71 -0.48 2.24 0.52
O 2.07 -0.02 1.12 -0.98
C 1.95 0.51 3.40 0.20
C 1.24 0.36 4.58 -0.68
C 1.40 1.23 5.67 -1.01
C 2.32 2.23 5.51 1.11
O 2.67 3.23 6.41 -0.51
C 3.79 3.88 5.82 -0.20
O 3.88 3.48 4.46 -0.49
C 3.04 2.38 4.35 0.88
C 2.88 1.55 3.27 -0.96
H 0.55 -0.48 4.63 0.47
H 0.83 1.12 6.58 0.39
H 4.70 3.58 6.36 0.23
H 3.65 4.96 5.88 0.22
H 3.43 1.67 2.34 0.53
N 1.35 2.65 0.70 -0.31
C 0.87 2.75 -0.57 0.37
N 1.10 1.87 -1.47 -0.30
C 0.49 2.21 -2.66 -0.80
C 0.52 1.43 -3.81 -0.26
C -0.15 1.87 -4.93 -0.63
C -0.86 3.08 -4.93 -0.38
C -0.91 3.86 -3.78 -0.51
C -0.23 3.42 -2.65 1.07
S -0.13 4.13 -1.07 -0.38
H 1.66 1.70 0.95 0.22
H 0.87 3.18 1.41 0.25
H 1.05 0.49 -3.77 0.39
H -0.15 1.26 -5.83 0.36
H -1.39 3.40 -5.81 0.34
H -1.47 4.79 -3.77 0.36
C 0.52 -4.67 -1.32 -1.24
C -0.59 -4.23 -2.28 0.44
C -0.02 -3.52 -3.51 -1.41
C -1.70 -3.47 -1.57 0.56
C -2.91 -4.13 -1.38 -0.85
C -3.98 -3.57 -0.71 -1.30
C -3.81 -2.28 -0.21 -0.74
C -2.64 -1.56 -0.38 0.24
C -2.58 -0.15 0.19 0.63
C -2.39 0.91 -0.90 -1.28
C -1.53 0.02 1.29 -0.95
C -1.54 -2.14 -1.08 0.32
N -0.47 -1.37 -1.32 -0.65
H 1.26 -5.28 -1.85 0.38
H 0.10 -5.26 -0.50 0.30
H 1.04 -3.81 -0.90 0.09
H -1.08 -5.15 -2.64 0.32
H 0.59 -2.67 -3.23 0.07
H -0.82 -3.17 -4.16 0.32
H 0.61 -4.22 -4.08 0.45
H -2.99 -5.14 -1.78 0.27
H -4.91 -4.11 -0.57 0.32
H -4.63 -1.80 0.33 0.30
H -3.56 0.02 0.65 0.49
H -1.46 0.74 -1.44 0.04
H -2.37 1.91 -0.46 0.36
H -3.21 0.86 -1.63 0.41
H -0.52 -0.17 0.91 -0.50
H -1.70 -0.67 2.11 0.42
H -1.56 1.05 1.68 0.38
Br 3.63 -1.59 -1.61 -0.78
```

The HOMO-LUMO gap (spin up / spin down) comes out at 0.159 / 0.157 Ha. The calculation puts the HOMO energy (spin up / spin down) at -0.34 / -0.27 eV. Its charge is -2. The value obtained for the energy above the lowest of the compared OMol25 structures with the same formula, charge and spin is 209.59 kJ/mol.



Entry 5:
ORCA calculation (ωB97M-V with the def2-TZVPD basis set) on a structure of composition C27H28F12N7O2PtS.

The geometry in XYZ format:
```
78
Properties=species:S:1:pos:R:3:mulliken_charge:R:1
Pt 0.09 -0.54 -0.28 1.49
C -0.01 5.33 -4.13 -1.63
C 0.18 4.26 -3.09 0.13
C 1.40 4.06 -2.46 -1.08
C 1.55 3.07 -1.52 0.25
C 0.49 2.23 -1.13 0.17
N 0.73 1.32 -0.11 -0.51
C 1.52 1.78 0.95 -0.05
C 1.20 3.08 1.41 0.13
C 1.89 3.70 2.42 -1.04
C 2.94 3.05 3.06 0.06
C 3.72 3.69 4.17 -1.64
C 3.24 1.77 2.63 -0.43
C 2.57 1.11 1.60 -0.59
C 3.12 -0.28 1.18 1.63
O 2.59 -0.85 0.09 -0.89
C 2.93 -1.27 2.38 0.40
F 1.65 -1.60 2.52 -0.20
F 3.61 -2.43 2.16 -0.32
F 3.35 -0.83 3.58 -0.29
C 4.68 -0.11 0.93 0.47
F 4.94 1.02 0.26 -0.27
F 5.17 -1.11 0.17 -0.27
F 5.44 -0.10 2.04 -0.29
C -0.73 2.37 -1.82 -0.50
C -0.85 3.39 -2.76 -0.54
C -1.95 1.45 -1.57 1.97
O -1.86 0.57 -0.55 -1.27
C -2.23 0.68 -2.91 0.40
F -1.25 -0.19 -3.16 -0.31
F -3.37 -0.05 -2.81 -0.28
F -2.37 1.41 -4.02 -0.30
C -3.21 2.33 -1.27 0.41
F -3.78 2.90 -2.36 -0.29
F -4.18 1.63 -0.69 -0.22
F -2.91 3.33 -0.43 -0.28
H 0.65 6.18 -3.94 0.38
H -1.04 5.70 -4.13 0.38
H 0.21 4.95 -5.13 0.29
H 2.24 4.70 -2.70 0.38
H 2.50 2.93 -1.03 0.53
H 0.38 3.59 0.93 0.54
H 1.63 4.71 2.71 0.37
H 3.69 4.78 4.09 0.37
H 4.76 3.37 4.16 0.38
H 3.30 3.43 5.15 0.31
H 4.05 1.27 3.14 0.45
H -1.80 3.53 -3.27 0.46
C -5.48 -2.54 -1.14 -0.96
C -3.99 -2.85 -1.31 -0.99
N -3.14 -2.11 -0.40 0.47
C -2.75 -2.53 0.80 0.66
S -1.46 -1.82 1.61 -0.52
N -3.47 -3.56 1.33 -0.10
C -3.32 -4.02 2.70 -0.57
C -4.44 -3.49 3.59 -1.09
H -6.07 -3.11 -1.86 0.35
H -5.66 -1.48 -1.31 0.28
H -5.84 -2.78 -0.14 0.30
H -3.68 -2.59 -2.31 0.42
H -3.81 -3.92 -1.18 0.53
H -2.62 -1.30 -0.75 -0.56
H -4.39 -3.68 0.93 0.10
H -2.36 -3.66 3.05 0.40
H -3.31 -5.11 2.70 0.29
H -4.42 -2.40 3.59 0.25
H -4.31 -3.84 4.61 0.38
H -5.42 -3.82 3.24 0.34
N 3.57 -2.95 -1.56 -0.35
C 3.03 -4.14 -1.28 0.59
N 3.81 -5.26 -1.33 -0.50
N 1.76 -4.32 -1.02 -0.78
C 0.94 -3.31 -1.08 0.77
N 0.11 -2.51 -1.13 -0.54
H 4.57 -2.92 -1.66 0.26
H 3.16 -2.10 -1.13 0.18
H 4.77 -5.15 -1.08 0.24
H 3.36 -6.08 -0.96 0.26
```

The spin multiplicity is 3. The HOMO-LUMO gap (spin up / spin down) comes out at 0.230 / 0.231 Ha. Its expectation value of S² is 2.0093. The calculation puts the HOMO energy (spin up / spin down) at -3.77 / -3.88 eV. Its charge is -1. The value obtained for the energy above the lowest of the compared OMol25 structures with the same formula, charge and spin is 0.00 kJ/mol.



Entry 6:
ORCA calculation (ωB97M-V with the def2-TZVPD basis set) on a structure of composition C27H28F6NO2.

The geometry in XYZ format:
```
64
Properties=species:S:1:pos:R:3:mulliken_charge:R:1
C -4.20 -0.56 -2.85 -0.61
O -3.78 0.82 -2.76 -0.39
C -2.69 0.98 -2.00 -0.26
O -2.12 0.04 -1.47 -0.39
C -2.23 2.42 -1.96 0.73
C -1.57 2.75 -3.31 -0.76
C -0.18 3.29 -3.00 -0.63
C -0.06 3.36 -1.47 -0.60
N -1.23 2.67 -0.94 0.77
C -1.64 2.99 0.38 0.12
C -1.92 2.02 1.29 0.35
C -2.11 2.35 2.73 -0.56
C -2.22 3.85 3.11 -0.90
C -2.57 4.76 1.94 -1.01
C -1.67 4.47 0.74 -0.86
H -5.04 -0.55 -3.55 0.33
H -3.39 -1.19 -3.22 0.27
H -4.52 -0.92 -1.86 0.22
H -3.14 3.02 -1.79 0.37
H -1.50 1.86 -3.95 0.35
H -2.21 3.48 -3.81 0.42
H 0.60 2.63 -3.40 0.30
H -0.03 4.28 -3.43 0.31
H 0.87 2.89 -1.11 0.19
H -0.03 4.41 -1.15 0.37
H -2.07 0.94 0.86 -0.72
H -2.98 1.81 3.13 0.43
H -1.24 1.97 3.29 0.07
H -2.96 3.97 3.91 0.35
H -1.25 4.16 3.53 0.35
H -3.62 4.62 1.66 0.39
H -2.45 5.81 2.24 0.42
H -0.64 4.80 0.98 0.37
H -2.00 5.08 -0.12 0.40
F -4.45 -5.42 -0.52 -0.24
C -4.41 -4.88 0.74 0.79
F -5.71 -4.71 1.14 -0.28
F -3.87 -5.84 1.56 -0.25
C -3.62 -3.61 0.80 0.41
C -4.25 -2.42 1.14 -1.04
C -3.49 -1.26 1.28 -0.49
C -2.10 -1.27 1.10 -0.14
C -1.36 -0.02 1.49 0.87
C 0.12 -0.02 1.26 -0.07
C 0.67 -0.14 -0.02 0.55
C 2.05 -0.11 -0.22 -1.05
C 2.89 0.08 0.87 0.37
C 4.38 0.17 0.70 0.72
F 4.85 1.39 1.13 -0.25
F 5.03 -0.79 1.44 -0.24
F 4.79 0.02 -0.59 -0.28
C 2.37 0.21 2.15 -1.24
C 1.00 0.15 2.34 -0.68
C -1.50 -2.47 0.69 0.04
C -2.25 -3.63 0.53 -1.60
H -5.32 -2.39 1.31 0.49
H -3.99 -0.34 1.57 0.34
H -1.51 0.06 2.58 1.14
H 0.00 -0.28 -0.88 0.62
H 2.46 -0.23 -1.22 0.54
H 3.04 0.36 3.00 0.42
H 0.60 0.22 3.36 0.42
H -0.42 -2.50 0.50 0.51
H -1.77 -4.56 0.23 0.43
```

The HOMO-LUMO gap comes out at 0.261 Ha. The calculation puts the HOMO energy at -11.97 eV. Its charge is +1. The value obtained for the energy above the lowest of the compared OMol25 structures with the same formula, charge and spin is 0.00 kJ/mol.



Entry 7:
ORCA calculation (ωB97M-V with the def2-TZVPD basis set) on the molecule C27H28N2O6.

The geometry in XYZ format:
```
63
Properties=species:S:1:pos:R:3:mulliken_charge:R:1
C -1.21 0.58 2.31 -1.50
C -1.57 -0.30 1.15 0.21
C -0.87 -1.47 0.88 -0.35
C -1.22 -2.26 -0.20 -0.78
C -2.25 -1.91 -1.06 1.12
C -2.97 -0.75 -0.77 0.14
C -2.64 0.04 0.32 -0.01
H -3.22 0.92 0.53 0.53
O -4.08 -0.41 -1.54 -0.58
C -3.86 0.51 -2.59 -0.72
C -3.33 1.85 -2.06 0.56
O -4.07 2.77 -1.76 -0.65
N -1.98 1.83 -1.90 0.11
C -1.17 2.72 -1.23 0.58
C -1.63 4.01 -0.90 -0.65
C -0.85 4.89 -0.19 -0.98
C 0.43 4.52 0.21 -0.14
C 0.90 3.25 -0.11 -0.84
C 0.12 2.35 -0.83 0.63
N 0.73 1.09 -1.04 0.17
C 0.58 0.07 -1.89 0.55
O -0.28 -0.06 -2.75 -0.77
C 1.65 -1.01 -1.73 -0.26
O 2.49 -0.76 -0.63 -0.59
C 2.51 -1.65 0.42 0.49
C 2.38 -3.02 0.26 -0.30
C 2.43 -3.88 1.35 0.81
C 2.62 -3.34 2.61 -0.83
C 2.79 -1.98 2.77 -0.93
C 2.74 -1.11 1.69 0.87
C 2.91 0.37 1.88 -1.34
H 3.57 0.78 1.11 0.35
H 3.33 0.58 2.86 0.55
H 1.94 0.87 1.81 0.09
H 2.96 -1.58 3.76 0.40
H 2.66 -3.99 3.47 0.39
C 2.24 -5.35 1.15 -1.60
H 2.60 -5.67 0.18 0.38
H 2.77 -5.91 1.92 0.44
H 1.18 -5.61 1.22 0.27
H 2.26 -3.44 -0.73 0.50
H 2.25 -1.03 -2.65 0.33
H 1.12 -1.96 -1.64 0.15
H 1.56 0.96 -0.46 -0.29
H 1.89 2.97 0.21 0.66
C 1.25 5.47 0.97 0.43
O 0.92 6.59 1.26 -0.59
O 2.45 4.97 1.34 -0.45
H 2.94 5.65 1.83 0.35
H -1.21 5.87 0.06 0.49
H -2.63 4.28 -1.21 0.58
H -1.49 1.01 -2.29 0.17
H -3.16 0.10 -3.33 0.23
H -4.84 0.66 -3.04 0.40
C -2.58 -2.74 -2.25 -1.93
H -2.00 -2.40 -3.11 0.27
H -3.64 -2.65 -2.50 0.38
H -2.35 -3.79 -2.07 0.48
H -0.67 -3.17 -0.38 0.46
H -0.06 -1.77 1.52 0.61
H -0.37 0.17 2.86 0.30
H -0.95 1.58 1.96 0.24
H -2.05 0.68 2.99 0.42
```

The HOMO-LUMO gap comes out at 0.322 Ha. The calculation puts the HOMO energy at -8.51 eV. Its charge is 0. Its SMILES is Cc1ccc(C)c(OCC(=O)Nc2ccc(C(=O)O)cc2NC(=O)COc2cc(C)ccc2C)c1. The value obtained for the energy above the lowest of the compared OMol25 structures with the same formula, charge and spin is 17.76 kJ/mol.



no.,E (eV),molecular weight (g mol⁻¹)
1,-66834.072,549.46
2,-52112.031,591.48
3,-126813.228,877.19
4,-125239.778,765.59
5,-89674.822,937.69
6,-50335.473,512.51
7,-43720.628,476.53